1.
An isolated molecule of C3H6S3 in a non-equilibrium geometry. Source: the Open Molecules 2025 dataset; level of theory: the ωB97M-V functional and the def2-TZVPD basis.

Computed properties:
* orbital gap: 8.15 eV
* HOMO level: -8.66 eV
* ΔE to the lowest compared entry with this formula, charge and spin: 34.48 kcal/mol

```
12
Properties=species:S:1:pos:R:3:forces:R:3
S 0.7259 -1.4685 -0.6240 -0.438 -0.500 1.093
S 1.0911 1.4714 0.1843 -1.298 -1.073 -0.101
S 3.4305 -0.1873 -0.0351 -0.392 -0.620 0.095
C 1.8081 -0.1960 -0.0482 -0.791 1.689 -0.543
C -0.6711 -1.5263 0.7005 0.390 2.127 -1.045
C -0.6925 1.5440 -0.5402 0.511 -0.503 0.044
H -1.6016 1.2042 0.1361 2.140 1.079 -1.272
H -0.4610 -0.5282 1.2815 -0.371 -2.543 -0.275
H -1.6409 -1.3251 0.1772 0.863 -0.414 0.305
H -0.6352 2.6055 -0.8887 -0.792 -0.737 0.716
H -0.6828 -2.5510 1.1448 0.286 1.330 0.128
H -0.6705 0.9575 -1.4882 -0.109 0.164 0.855
```
Positions in Å, forces in eV/Å.

2.
A structure of composition C20H35N8PmS. Source: the Open Molecules 2025 dataset; level of theory: the ωB97M-V functional and the def2-TZVPD basis.

Computed properties:
* net charge: +2
* ⟨S²⟩: 6.004
* orbital gap (spin up / spin down): 9.23 / 9.30 eV
* spin multiplicity: 5
* HOMO level (spin up / spin down): -14.49 / -14.49 eV
* ΔE to the lowest compared entry with this formula, charge and spin: 17.51 kcal/mol

```
65
Properties=species:S:1:pos:R:3:forces:R:3
Pm -0.7738 0.2412 0.5688 0.498 0.000 0.668
S 0.0495 -2.6467 0.0453 0.219 0.478 -0.132
N -0.5603 2.0689 2.6674 -0.178 -0.107 -0.147
N 1.6912 0.4143 0.1275 0.594 -0.254 -0.297
N -0.7567 0.0632 -1.9390 0.043 0.101 -0.221
N -0.1639 -0.8361 2.8214 -0.062 -0.025 0.123
N -4.3066 0.3105 0.8429 0.048 -0.040 0.025
N -0.1525 2.5852 -0.3838 -0.130 -0.111 -0.126
N 0.1014 -5.2147 0.5589 -0.003 -0.121 -0.054
N -1.9794 -4.3651 0.1306 -0.031 -0.164 0.018
C -0.7854 0.0480 -3.0916 -0.087 -0.172 0.405
C -0.6419 3.8264 0.2654 -0.005 0.057 0.229
C -0.3747 1.3648 3.9568 -0.019 -0.224 0.023
C -0.6685 -4.1775 0.2617 -0.229 -0.101 0.070
C 0.1112 0.8378 -6.5721 0.057 0.030 -0.066
C 2.2060 1.7857 -0.0651 -0.226 0.250 -0.062
C -0.8505 -0.0723 3.8922 0.034 0.250 -0.002
C -1.8354 -0.5886 -6.5802 -0.031 -0.035 -0.073
C -3.1494 0.2817 0.7984 -0.732 0.181 0.071
C -0.8840 0.1571 -7.2649 0.023 0.016 0.080
C -0.8149 0.0423 -4.5042 0.114 0.160 -0.640
C 0.1540 0.7862 -5.1942 -0.087 -0.076 0.143
C 1.2613 -1.1366 3.1287 0.161 0.173 -0.043
C 0.3460 3.2369 2.6334 0.046 0.115 -0.141
C -0.3619 -6.5869 0.7153 -0.110 -0.074 -0.050
C -1.8092 -0.6526 -5.2011 -0.011 -0.004 0.241
C 2.2897 -0.1852 2.5034 -0.158 -0.138 -0.116
C 0.0618 4.2745 1.5426 -0.028 -0.191 -0.029
C 2.5709 -0.3969 1.0103 0.080 0.035 0.337
C 1.2386 2.6336 -0.8926 0.171 -0.199 0.180
H -2.3838 -5.2883 0.1538 -0.034 0.055 0.032
H -2.5732 -3.5943 -0.1175 -0.001 0.055 -0.008
H 0.3184 3.7572 3.5953 0.032 -0.063 0.033
H -0.5758 5.0563 1.9579 0.043 0.067 -0.035
H 1.6097 3.6601 -0.9211 -0.028 0.019 -0.081
H 2.4164 -1.4455 0.7613 0.058 -0.011 -0.067
H 3.6186 -0.1566 0.8118 -0.029 0.021 -0.104
H 1.3597 2.8514 2.5271 -0.011 -0.024 0.045
H 0.8540 1.4126 -7.1080 -0.017 -0.013 -0.015
H 1.3996 -1.1373 4.2136 -0.047 -0.008 0.004
H -1.9248 -0.0941 3.6891 -0.006 -0.073 0.006
H -0.6385 -1.7344 2.7916 0.026 -0.047 -0.165
H -2.6039 -1.1195 -7.1247 0.006 0.006 0.003
H 0.4594 -7.1869 1.0939 0.003 0.015 0.009
H -0.5754 4.6591 -0.4405 -0.071 -0.027 -0.042
H -1.7040 3.6669 0.4660 -0.005 -0.025 -0.018
H 3.1730 1.7716 -0.5763 0.044 -0.017 0.084
H 3.2239 -0.3429 3.0440 0.008 0.057 0.012
H 1.0923 -5.0450 0.5732 0.031 0.094 0.030
H -0.9170 0.2114 -8.3445 0.000 -0.017 -0.001
H 1.4723 -2.1464 2.7771 -0.045 -0.018 -0.003
H -0.8969 1.8764 4.7688 0.011 0.042 -0.013
H 0.6859 1.3860 4.2088 0.007 0.049 -0.013
H 1.2433 2.2528 -1.9154 -0.045 0.054 -0.030
H 0.9262 1.3106 -4.6465 -0.006 0.021 -0.021
H 1.7192 -0.0387 -0.7881 0.034 0.036 -0.003
H -1.5146 2.4292 2.6690 -0.040 -0.052 -0.041
H -0.6874 -7.0143 -0.2354 0.007 0.043 -0.008
H -1.1793 -6.6404 1.4356 0.038 0.017 0.032
H 1.9993 0.8526 2.6739 0.101 0.027 0.064
H -2.5487 -1.2259 -4.6583 -0.018 0.014 -0.017
H 2.3618 2.2339 0.9147 0.016 -0.033 0.008
H 1.0093 4.7576 1.2980 -0.004 0.037 0.017
H -0.7556 2.4997 -1.1985 0.073 -0.045 -0.099
H -0.6756 -0.5339 4.8680 -0.088 -0.069 -0.010
```
Positions in Å, forces in eV/Å.

3.
A structure of composition C14H14BrNO2Pt in a non-equilibrium geometry. Source: the Open Molecules 2025 dataset; level of theory: the ωB97M-V functional and the def2-TZVPD basis.

Computed properties:
* ⟨S²⟩: 6.022
* orbital gap (spin up / spin down): 5.96 / 6.19 eV
* spin multiplicity: 5
* HOMO level (spin up / spin down): -6.05 / -8.65 eV
* ΔE to the lowest compared entry with this formula, charge and spin: 36.15 kcal/mol

```
33
Properties=species:S:1:pos:R:3:forces:R:3
Pt -0.2360 0.3695 1.2514 2.301 1.771 -2.608
Br 4.1276 -1.3082 -1.2888 0.312 -0.137 -0.039
O 1.0497 -2.4118 -0.0760 0.568 0.861 1.010
O 1.6086 -0.6270 1.2558 0.264 -1.040 -0.149
N 1.7459 2.1573 -0.3983 1.715 0.726 2.625
C -1.5626 -0.4660 2.2991 -2.415 -2.506 2.090
C 3.1553 -3.2388 2.2609 0.242 0.396 -0.191
C 1.7880 -1.7962 0.7061 -0.266 -0.201 -0.318
C 3.0960 -2.4419 1.1162 0.132 -0.310 -0.583
C 4.3488 -3.8572 2.6256 -0.026 -0.060 0.030
C -0.8778 1.8673 -0.9513 1.140 2.170 0.865
C -1.3923 0.6116 -1.2372 0.697 -4.251 -1.478
C 0.8872 0.3726 -1.4421 0.750 0.978 -0.930
C 4.2137 -2.3595 0.2801 0.305 -0.258 1.060
C 5.4173 -2.9752 0.6532 -0.189 0.053 -0.027
C -1.5250 -1.2978 1.1150 -0.778 0.705 1.277
C 5.4897 -3.7277 1.8304 -0.362 0.362 -0.183
C -0.2947 -0.3141 -1.4732 -3.496 0.705 -0.171
C 0.6200 1.8508 -1.1606 0.529 -1.974 -0.363
H 6.4372 -4.1800 2.1313 -0.348 0.115 -0.135
H -0.4091 -1.3718 -1.6682 0.009 0.155 0.039
H -2.4339 0.2776 -1.3056 0.472 0.544 0.145
H -1.4374 2.7827 -1.1031 -0.010 0.002 0.490
H -0.9716 -2.2330 1.1190 -0.111 0.239 -0.153
H 4.3893 -4.4322 3.5475 0.008 0.041 -0.177
H -2.3813 0.2524 2.4145 -0.078 -0.153 -0.032
H 6.3021 -2.8475 0.0349 -0.191 -0.050 0.040
H 1.8848 -0.0212 -1.6431 -0.548 0.286 0.190
H -2.3081 -1.1567 0.3648 0.461 -0.214 0.259
H 1.7852 2.9873 0.1911 -0.746 0.323 0.017
H 2.2498 -3.3182 2.8587 0.269 -0.097 0.051
H 0.9985 2.5477 -1.8879 -0.463 0.672 -2.237
H -1.2108 -0.8695 3.2619 -0.147 0.147 -0.413
```
Positions in Å, forces in eV/Å.

4.
A structure of composition C30H52FN3O6S in a non-equilibrium geometry. Source: the Open Molecules 2025 dataset; level of theory: the ωB97M-V functional and the def2-TZVPD basis.

Computed properties:
* orbital gap: 8.21 eV
* HOMO level: -8.86 eV

```
93
Properties=species:S:1:pos:R:3:forces:R:3
S -2.8704 4.4711 -0.8529 -0.199 0.370 0.053
F -1.7930 -1.3005 0.1898 0.462 0.384 0.021
O 5.9587 3.7136 3.0354 0.086 0.006 -0.178
O 2.5132 -4.4867 -1.4944 -0.155 0.036 -0.130
O 2.3246 4.0574 1.4184 0.019 0.117 0.070
O -9.6756 2.0942 0.2158 -0.036 0.175 0.146
O 1.8767 -10.4351 -3.7186 0.149 0.108 0.097
O 1.8534 0.0163 -0.7762 0.367 0.330 1.164
N -3.6391 3.0541 -0.6668 1.507 0.013 -0.037
N -6.5271 -0.0149 0.4912 1.172 0.079 -0.386
N -1.3017 4.1144 -0.6058 -1.652 -1.106 0.002
C -2.8134 0.7450 -0.2163 0.034 0.108 -0.010
C -9.3820 3.0416 2.3688 0.132 0.118 -0.033
C 7.0949 4.5032 2.6659 -0.142 0.156 -0.001
C -10.5554 3.7295 1.6869 -0.203 -0.016 0.077
C 3.1662 -10.9488 -3.3665 -0.122 -0.141 0.109
C -0.1936 1.9565 -0.1205 -0.034 0.313 -0.095
C 2.2442 4.1797 2.8449 -0.184 -0.210 0.062
C 2.3637 -3.0894 -1.7777 0.006 0.009 0.233
C -0.3367 0.6122 0.0686 0.240 0.233 0.130
C 7.8196 3.7387 1.5687 0.172 -0.116 0.078
C 4.0169 -9.7544 -2.9635 0.119 0.056 -0.189
C 2.5420 5.6305 3.1782 0.273 0.082 0.038
C 1.7837 -9.0681 -3.3036 -0.011 0.023 -0.229
C 0.4481 -4.1837 -2.6145 -0.166 0.016 0.141
C -10.3213 3.3713 0.2274 0.175 0.006 -0.134
C -1.6604 0.0453 0.0176 -0.273 0.071 -0.049
C -9.2429 1.7716 1.5449 -0.059 -0.144 0.067
C 0.9444 -0.2062 0.2937 -1.211 -1.239 -0.445
C 5.7768 2.6709 2.0707 -0.058 -0.211 0.179
C -4.1828 0.0815 -0.2987 0.712 0.095 0.398
C -2.6483 2.1605 -0.4173 0.099 0.548 0.077
C 1.3319 -2.9756 -2.8862 0.056 0.032 -0.214
C -1.3399 2.7865 -0.3719 0.656 -1.041 0.121
C 2.3731 5.3675 0.8382 0.184 -0.037 -0.172
C 6.6728 3.0044 0.8902 -0.109 0.131 -0.171
C 2.0175 6.3480 1.9433 -0.248 0.044 0.016
C -5.1407 0.4206 0.8749 -1.014 -0.281 -0.472
C 1.4634 -5.2123 -2.1420 0.174 -0.088 -0.100
C 3.1074 0.5341 -0.3466 0.746 0.723 -0.737
C 2.9726 -8.8076 -2.3937 -0.042 0.027 0.246
H 0.6803 -1.2848 0.2691 0.048 0.507 0.151
H -4.8858 -0.1282 1.7955 0.223 0.316 -0.349
H -4.6457 0.3474 -1.2656 0.069 0.083 0.454
H 1.2298 3.9009 3.1513 0.010 0.014 0.066
H 8.3841 4.3877 0.8999 -0.029 0.010 0.020
H 1.9012 -5.7558 -2.9873 -0.110 -0.048 -0.033
H 2.9504 3.4899 3.3102 0.020 -0.011 -0.081
H 6.0715 1.7244 2.5380 -0.014 -0.046 -0.078
H -5.2190 1.4965 1.0961 0.401 -0.360 -0.105
H 3.0363 -11.6445 -2.5305 0.095 -0.024 -0.003
H 4.7224 2.6096 1.7934 -0.013 0.094 0.068
H -11.4953 3.2920 2.0339 0.008 0.030 -0.016
H 1.8250 -8.4390 -4.2001 -0.022 0.084 0.053
H -11.2476 3.3176 -0.3470 0.042 -0.068 -0.037
H 3.2829 -7.7632 -2.3877 -0.013 -0.019 -0.001
H 3.5840 -11.4971 -4.2122 -0.098 -0.002 -0.026
H 6.7311 5.4708 2.3025 0.092 0.035 -0.013
H -8.2212 1.3985 1.5148 -0.072 -0.090 -0.092
H -8.4821 3.6546 2.2668 -0.007 -0.022 0.025
H 2.0209 -2.5947 -0.8653 0.035 0.086 -0.051
H -0.1219 -4.5160 -3.4818 0.030 -0.015 0.012
H 2.4519 7.3355 1.7903 0.017 -0.033 -0.015
H 0.9320 6.4590 2.0106 0.022 0.014 -0.043
H 3.0934 0.9902 0.6579 -0.231 -0.260 -0.314
H 2.0775 5.9569 4.1081 -0.024 -0.033 -0.025
H -6.3842 -0.9529 0.1062 -0.437 0.066 0.220
H -9.5416 2.8457 3.4288 -0.010 -0.019 -0.026
H 1.6853 5.4182 -0.0075 -0.010 -0.114 0.019
H 2.7292 -9.0973 -1.3680 -0.004 0.040 -0.014
H 8.5128 3.0178 2.0099 0.005 0.036 -0.007
H 0.8089 2.3989 -0.1048 -0.445 -0.056 0.044
H -0.2564 -3.9558 -1.8098 -0.001 -0.020 -0.025
H 3.3793 1.3400 -1.0588 -0.081 -0.346 0.368
H 6.9841 2.1231 0.3300 -0.006 0.002 0.035
H 4.8080 -10.0129 -2.2604 -0.034 -0.014 -0.001
H 1.8160 -3.0814 -3.8609 -0.008 0.029 0.017
H 0.7976 -2.0261 -2.8733 0.040 -0.003 0.051
H 1.0359 -5.9371 -1.4469 0.092 0.005 0.045
H 1.3621 -0.0175 1.2964 0.038 0.205 -0.467
H 6.1531 3.6790 0.2042 -0.009 -0.039 0.004
H -4.0277 -1.0116 -0.3041 -0.139 0.448 -0.064
H 3.3917 5.5364 0.4706 -0.016 0.077 -0.020
H 3.6215 5.7800 3.2650 -0.018 -0.061 0.030
H 7.7205 4.6750 3.5430 -0.084 -0.021 0.043
H 3.9298 -0.2065 -0.3921 -0.552 0.013 0.107
H 4.4793 -9.3083 -3.8479 0.012 -0.027 0.021
H 3.3303 -2.6684 -2.0587 0.027 -0.068 0.055
H 0.8269 -8.9010 -2.8064 -0.023 -0.083 -0.047
H -6.7182 0.5431 -0.3460 -0.410 -0.128 0.253
H -10.5964 4.8049 1.8594 0.006 -0.014 -0.032
H -9.6530 4.0928 -0.2558 -0.075 0.081 0.007
H -9.8923 0.9765 1.9275 0.042 -0.004 0.073
```
Positions in Å, forces in eV/Å.

| no. | E (Eh) |
| --- | --- |
| 1 | -1312.405163 |
| 2 | -2227.309854 |
| 3 | -3440.102470 |
| 4 | -2287.950270 |